# 1
The following is a DFT calculation (wB97M-V/def2-TZVPD) of 2 unconnected molecules or ions with the total composition C5H13NO2.

Summary:
- HOMO level: -0.3158 Ha
- 2S+1: 1
- Frontier orbital gap: 9.35 eV
- Lowest unoccupied orbital energy: 0.76 eV

Last column: Löwdin charge in e.
Atoms and positions in Å:
C  -1.67  0.82  -0.49  -0.22
O  -1.29  1.61  -1.66  -0.08
C  -1.44  -0.66  -0.77  -0.17
C  0.03  -1.01  -0.97  -0.15
C  0.86  -1.04  0.29  -0.43
C  1.92  -0.24  0.48  0.00
N  0.46  -1.94  1.24  0.10
H  -1.08  1.12  0.37  0.10
H  -2.70  1.16  -0.42  0.12
H  -0.34  1.69  -1.73  0.06
H  -1.98  -0.93  -1.68  0.12
H  -1.81  -1.22  0.08  0.10
H  0.52  -0.36  -1.66  0.10
H  0.17  -1.96  -1.47  0.12
H  2.27  0.42  -0.29  0.05
H  2.47  -0.24  1.41  0.06
H  -0.52  -2.06  1.42  0.08
H  1.04  -2.05  2.05  0.09
H  1.26  1.96  0.56  -0.02
H  0.95  2.32  2.06  0.04
O  0.87  2.61  1.15  -0.06

# 2
The following is a DFT calculation (wB97M-V/def2-TZVPD) of 3 unconnected molecules or ions with the total composition C5H13NO2.

Summary:
- HOMO level: -0.2845 Ha
- 2S+1: 1
- Frontier orbital gap: 8.64 eV
- Lowest unoccupied orbital energy: 0.90 eV

Last column: Löwdin charge in e.
Atoms and positions in Å:
C  -0.63  -0.50  -0.72  -0.10
N  0.40  -1.44  -1.09  -0.05
C  1.72  -1.06  -1.17  -0.40
C  2.20  0.18  -0.98  0.03
C  2.53  -3.38  -0.81  0.00
C  2.70  -2.16  -1.32  -0.14
H  -1.15  0.04  -1.52  0.08
H  -1.31  -1.03  -0.04  0.08
H  -0.25  0.31  -0.11  0.07
H  0.10  -2.20  -1.66  0.12
H  1.71  1.07  -0.62  0.04
H  3.27  0.40  -0.96  0.05
H  1.79  -3.65  -0.06  0.06
H  3.28  -4.15  -0.96  0.05
H  3.59  -2.00  -1.91  0.10
H  -4.37  1.55  5.82  0.04
H  -2.95  1.49  5.73  0.02
O  -3.66  1.93  5.28  -0.06
H  -3.45  4.57  -0.39  0.04
H  -2.70  5.47  -1.40  0.02
O  -2.81  4.57  -1.11  -0.06

# 3
The following is a DFT calculation (wB97M-V/def2-TZVPD) of 2 unconnected molecules or ions with the total composition C5H13NO2.

Summary:
- HOMO level: -0.3209 Ha
- 2S+1: 1
- Frontier orbital gap: 9.40 eV
- Lowest unoccupied orbital energy: 0.66 eV

Last column: Löwdin charge in e.
Atoms and positions in Å:
C  1.97  -0.77  0.18  -0.25
N  0.60  -0.39  0.07  -0.11
C  -0.39  -1.35  0.46  -0.28
C  -1.66  -1.30  -0.39  -0.14
C  -2.52  -0.10  0.12  -0.24
O  -2.48  0.14  1.30  0.04
C  2.75  0.55  -0.53  -0.07
H  2.36  -0.85  1.17  0.08
H  2.23  -1.67  -0.46  0.13
H  0.41  0.49  0.59  0.13
H  -0.67  -1.27  1.44  0.07
H  0.02  -2.44  0.64  0.16
H  -1.42  -1.11  -1.53  0.14
H  -2.18  -2.26  -0.51  0.11
H  -3.07  0.49  -0.60  0.11
H  2.53  0.44  -1.61  0.06
H  2.16  1.50  -0.40  0.06
H  3.79  0.52  -0.23  0.05
H  -1.33  3.17  -0.68  0.04
H  -1.99  2.88  0.69  0.11
O  -1.10  3.34  0.28  -0.16

# 4
The following is a DFT calculation (wB97M-V/def2-TZVPD) of a molecular structure, C5H13NO2.

Summary:
- HOMO level (spin up / spin down): -0.2587 / -0.2587 Ha
- 2S+1: 1
- Frontier orbital gap (spin up / spin down): 7.47 / 7.47 eV
- Lowest unoccupied orbital energy (spin up / spin down): 0.43 / 0.43 eV

Last column: Löwdin charge in e.
Atoms and positions in Å:
C  -1.11  0.61  -0.50  -0.17
C  0.24  -0.80  -2.11  -0.04
C  1.56  -0.59  -1.71  -0.16
N  -0.26  1.72  -0.39  -0.01
H  0.22  1.96  -1.25  0.07
H  0.44  1.62  0.34  0.06
H  -1.85  0.54  0.29  0.06
H  -1.64  0.58  -1.45  0.06
H  -0.24  -1.76  -1.98  0.07
H  -0.26  -0.11  -2.78  0.06
H  1.39  -0.43  -0.39  0.08
H  2.19  -1.46  -1.56  0.09
H  2.09  0.27  -2.13  0.07
C  -0.58  0.32  2.77  -0.06
C  -0.21  -0.96  0.79  -0.39
O  -0.99  -0.73  1.89  -0.12
O  1.03  -0.63  0.82  -0.07
H  -0.54  -1.89  0.32  0.13
H  -1.22  0.23  3.65  0.09
H  -0.74  1.30  2.32  0.08
H  0.47  0.22  3.06  0.09